C7H2NO2 | ωB97M-V/def2-TZVPD

Structure (XYZ):
```
12
Properties=species:S:1:pos:R:3
O -1.285 -0.363 -2.531
O 0.495 1.000 -2.905
N -0.165 -2.294 0.284
C -0.774 -1.855 1.566
C -0.103 -0.712 1.634
C 0.031 0.194 -0.631
C -0.093 -1.052 0.076
C -0.325 0.334 -2.270
C 0.460 0.482 1.671
C 0.279 1.145 0.355
H 0.864 0.962 2.470
H 0.616 2.159 0.281
```

Total charge: -1
HOMO (eV): -4.475
Relative energy (zero: lowest compared OMol25 entry of this formula, charge and spin) (eV): 0.0000
Kohn-Sham gap (eV): 7.47
2S+1: 1